Record 1
C39H49N6O3PRhS3Se | ωB97M-V with the def2-TZVPD basis set

```
103
Properties=species:S:1:pos:R:3:forces:R:3:mulliken_charge:R:1
Rh -0.6631 -0.8241 -0.8094 0.1 0.6 -0.3 1.73
C -3.0441 3.1842 1.0337 0.0 0.0 0.0 -0.79
N -2.6258 2.9476 -0.3399 0.0 0.0 0.0 0.23
C -3.1813 3.5284 -1.4646 0.0 0.0 0.0 -0.87
C -2.5329 3.0409 -2.5307 0.0 -0.1 0.0 -0.43
N -1.5675 2.1473 -2.0597 -0.1 0.0 0.0 0.90
C -1.6480 2.0872 -0.6889 0.0 0.0 -0.1 -0.26
S -0.7527 1.1823 0.4239 0.0 -0.1 0.1 -0.66
C -0.5488 1.5878 -2.8778 0.2 0.1 0.0 0.10
C -0.2695 2.1701 -4.1094 0.0 0.1 0.1 -0.92
C 0.7324 1.6190 -4.8873 0.0 0.0 0.0 -0.95
C 1.4572 0.5432 -4.4016 0.0 0.1 0.0 -1.18
C 1.1290 0.0491 -3.1552 0.0 0.1 0.0 -0.66
N 0.1199 0.5374 -2.4208 -0.2 -0.6 0.1 1.35
H -3.8010 3.9634 1.0293 0.0 0.0 0.0 0.34
H -2.1940 3.5018 1.6323 0.0 0.0 0.0 0.32
H -3.4530 2.2697 1.4601 0.0 0.0 0.0 0.28
H -3.9998 4.2231 -1.4049 0.0 0.0 0.0 0.46
H -2.7027 3.2253 -3.5737 0.0 0.0 0.0 0.45
H -0.7852 3.0558 -4.4451 0.0 0.0 0.0 0.51
H 0.9637 2.0545 -5.8504 0.0 0.0 0.0 0.50
H 2.2712 0.1052 -4.9612 0.0 0.0 0.0 0.63
H 1.6796 -0.7651 -2.7063 0.0 -0.1 0.0 0.43
O 3.8491 -2.2593 4.2145 0.1 0.0 0.0 -0.63
S 4.2578 -2.3051 2.8464 -0.1 0.0 0.0 1.22
O 5.5791 -1.8849 2.4970 0.0 0.0 0.0 -0.69
N 3.1319 -1.4764 1.8981 0.1 0.0 -0.2 0.15
C 2.5433 -2.2357 0.8950 -0.1 0.0 0.0 -0.06
O 1.8318 -1.8057 0.0202 0.2 0.1 0.0 -0.28
C 2.9455 -3.6544 1.0712 0.0 0.0 0.0 0.08
C 2.4851 -4.7275 0.3309 0.0 0.0 0.0 -0.19
C 2.9528 -5.9919 0.6583 0.0 0.0 0.0 -0.77
C 3.8610 -6.1718 1.6998 0.0 0.0 0.0 -0.56
C 4.3294 -5.0931 2.4392 0.0 0.0 0.0 -0.83
C 3.8514 -3.8444 2.0970 0.0 0.0 0.0 0.31
H 1.7754 -4.5635 -0.4701 0.0 0.0 0.0 0.61
H 2.6089 -6.8532 0.1010 0.0 0.0 0.0 0.45
H 4.2123 -7.1677 1.9347 0.0 0.0 0.0 0.43
H 5.0378 -5.2258 3.2456 0.0 0.0 0.0 0.52
C -3.0925 -1.1326 1.5537 0.0 0.0 0.0 -1.33
P -1.7289 -2.0030 0.7019 -0.2 -0.2 0.2 1.09
C -2.5801 -3.5180 0.1555 0.0 0.0 0.1 -1.32
C -0.7406 -2.5697 2.1289 0.0 0.0 0.0 0.44
C -0.0854 -1.5953 2.8848 0.0 0.0 0.0 -0.84
C 0.6761 -1.9437 3.9875 0.0 -0.1 -0.1 -0.66
C 0.8098 -3.2814 4.3428 0.0 0.0 0.0 -0.54
C 0.1659 -4.2574 3.5998 0.0 0.0 0.0 -0.82
C -0.6094 -3.9041 2.5002 0.0 0.0 -0.1 -0.47
H -3.5806 -1.7968 2.2681 0.0 0.0 0.0 0.51
H -3.8164 -0.7872 0.8136 0.0 0.0 0.0 0.31
H -2.6911 -0.2679 2.0803 0.0 0.0 0.0 0.35
H -3.1810 -3.9443 0.9602 0.0 0.0 0.0 0.67
H -1.8611 -4.2522 -0.2026 0.0 0.0 0.0 0.43
H -3.2287 -3.2552 -0.6801 0.0 0.0 0.0 -0.30
H -0.1629 -0.5508 2.5997 0.0 0.0 0.0 0.38
H 1.1884 -1.1810 4.5591 0.0 0.0 0.0 0.48
H 1.4200 -3.5550 5.1940 0.0 0.0 0.0 0.39
H 0.2646 -5.3007 3.8723 0.0 0.0 0.0 0.44
H -1.1054 -4.6843 1.9372 0.0 0.0 0.0 0.36
C -5.4636 -1.2035 -1.8141 0.0 0.0 0.0 -0.40
C -5.8879 -1.1822 -3.2788 0.0 0.0 0.0 -1.00
C -4.8394 -1.7436 -4.2386 0.0 0.0 0.0 0.19
C -3.5185 -0.9607 -4.2167 -0.1 0.0 0.0 -1.29
N -2.5543 -1.4325 -3.2360 0.1 0.1 0.0 0.93
C -1.6846 -2.4317 -3.4153 0.0 0.0 0.0 0.32
S -0.4712 -2.7000 -2.2335 0.0 0.0 -0.1 -0.50
N -1.7920 -3.1788 -4.5185 0.0 0.0 0.1 0.01
C -0.9689 -4.3370 -4.8603 0.0 0.0 0.0 -0.56
C -1.8089 -5.5782 -5.1481 0.0 0.0 0.0 -0.85
C -2.3257 -6.3141 -3.9131 0.0 0.0 0.0 -0.48
C -3.3366 -5.5372 -3.0755 0.0 0.0 0.0 -0.58
H -6.2714 -0.8549 -1.1702 0.0 0.0 0.0 0.53
H -4.5950 -0.5658 -1.6274 0.0 0.0 0.0 -0.26
H -5.2024 -2.2163 -1.5015 0.0 0.0 0.0 0.18
H -6.1237 -0.1565 -3.5800 0.0 0.0 0.0 0.33
H -6.8119 -1.7521 -3.3941 0.0 0.0 0.0 0.42
H -5.2421 -1.7334 -5.2544 0.0 0.0 0.0 0.37
H -4.6377 -2.7895 -3.9851 0.0 0.0 0.0 -0.17
H -3.7242 0.0839 -3.9718 0.0 0.0 0.0 0.32
H -3.0462 -0.9509 -5.2044 0.0 0.0 0.0 0.52
H -2.3733 -0.9159 -2.3665 0.0 0.0 0.0 -0.61
H -2.5745 -2.9991 -5.1278 0.0 0.0 0.0 0.24
H -0.2918 -4.5162 -4.0277 0.0 0.0 0.0 0.34
H -0.3588 -4.0855 -5.7303 0.0 0.0 0.0 0.31
H -1.1920 -6.2613 -5.7357 0.0 0.0 0.0 0.36
H -2.6506 -5.3036 -5.7958 0.0 0.0 0.0 0.35
H -1.4723 -6.5944 -3.2881 0.0 0.0 0.0 0.28
H -2.7816 -7.2501 -4.2431 0.0 0.0 0.0 0.34
H -2.8857 -4.6644 -2.6014 0.0 0.0 0.0 -0.18
H -3.7437 -6.1655 -2.2822 0.0 0.0 0.0 0.42
H -4.1762 -5.2000 -3.6901 0.0 0.0 0.0 0.26
Se 2.8855 0.3423 2.1215 -0.1 0.0 0.0 0.13
C 3.6851 0.9513 0.4944 0.0 0.0 0.0 0.22
C 2.9158 1.7567 -0.3347 0.0 0.0 0.0 -0.23
C 3.4863 2.2897 -1.4829 0.0 0.0 0.0 -0.57
C 4.7978 1.9806 -1.8141 0.0 0.0 0.0 -0.58
C 5.5508 1.1535 -0.9896 0.0 0.0 0.0 -0.63
C 5.0045 0.6487 0.1808 0.0 0.0 0.0 -0.39
H 1.8814 1.9559 -0.0797 0.0 0.0 0.0 0.31
H 2.9029 2.9393 -2.1236 0.0 0.0 0.0 0.45
H 5.2398 2.3897 -2.7134 0.0 0.0 0.0 0.41
H 6.5745 0.9174 -1.2485 0.0 0.0 0.0 0.42
H 5.5905 0.0231 0.8420 0.0 0.0 0.0 0.50
```
Forces are in eV/Å.

Computed properties:
gap between HOMO and LUMO: 7.1 eV
total charge: +1
E: -166468.5634 eV
highest occupied orbital energy: -0.34584 Ha



Record 2
C39H51F2N12OPSV | ωB97M-V with the def2-TZVPD basis set

```
108
Properties=species:S:1:pos:R:3:forces:R:3:mulliken_spin:R:1
V -0.6376 1.8286 1.5368 0.2 -0.7 -1.1 2.77
C 3.3010 2.5769 5.3562 -0.2 0.0 -0.1 0.00
N 2.0298 2.7343 4.6595 0.1 -0.2 0.0 0.02
C 0.9166 3.3630 5.1450 0.1 0.0 0.1 -0.02
C -0.0538 3.1979 4.2095 -0.1 -0.2 -0.1 0.08
N 0.4310 2.4682 3.1486 1.0 0.3 1.3 -0.01
C 1.7013 2.1905 3.4513 0.0 0.4 0.0 0.03
P 2.9935 1.4463 2.4100 -0.3 -0.3 0.0 0.00
C 2.4934 -0.3043 2.6110 0.2 -0.1 0.3 0.02
N 1.5113 -0.6806 3.4023 0.0 -0.2 0.0 0.00
C 1.6985 -2.0228 3.6257 0.0 0.1 0.1 0.00
C 2.8137 -2.4588 2.9667 -0.1 0.0 0.0 0.00
N 3.3236 -1.3578 2.3296 0.2 0.1 -0.3 0.00
C 4.5707 -1.3006 1.5783 -0.1 0.0 0.2 0.00
C 2.4075 2.0505 0.8100 0.1 0.4 0.0 0.09
N 1.1512 2.2888 0.4592 0.7 0.2 -0.7 -0.14
C 1.2127 3.1421 -0.6166 -0.1 -0.2 0.0 0.10
C 2.5138 3.4245 -0.9060 0.1 0.0 -0.1 -0.01
N 3.2655 2.7430 0.0017 0.3 0.0 0.1 0.02
C 4.7179 2.7726 0.0792 -0.1 0.0 0.0 0.00
H 3.2141 3.0084 6.3492 -0.1 0.0 0.0 0.00
H 3.5523 1.5234 5.4550 0.0 -0.1 0.0 0.00
H 4.1039 3.0770 4.8208 0.0 0.1 -0.1 0.00
H 0.9123 3.8660 6.0994 0.0 -0.1 -0.1 0.00
H -1.0731 3.5370 4.2454 0.0 0.0 -0.1 0.00
H 1.0388 -2.5824 4.2752 0.0 0.1 -0.1 0.00
H 3.2703 -3.4343 2.8861 0.0 0.1 0.0 0.00
H 4.7080 -2.2183 1.0113 -0.1 0.0 0.0 0.00
H 4.5430 -0.4612 0.8873 -0.1 0.0 -0.1 0.00
H 5.4223 -1.1732 2.2459 0.0 0.0 0.0 0.00
H 0.3269 3.5125 -1.1053 0.0 0.0 0.1 -0.01
H 2.9601 4.0353 -1.6769 -0.1 -0.1 0.1 0.00
H 5.1109 3.1292 -0.8685 0.0 0.0 -0.1 0.00
H 5.0592 3.4336 0.8739 0.0 0.0 0.0 0.00
H 5.1115 1.7766 0.2637 0.0 -0.1 0.0 0.00
C -3.0220 -4.2270 -2.1517 0.0 0.0 0.1 0.00
C -1.6957 -3.5282 -2.4902 0.0 0.0 -0.1 0.00
C -1.1425 -4.0939 -3.8091 -0.1 0.0 0.0 0.00
C -0.7004 -3.8475 -1.3723 -0.1 0.1 0.0 0.00
C -1.9644 -2.0222 -2.6264 0.2 -0.1 -0.1 0.00
C -2.7929 -1.5683 -3.6705 -0.1 0.2 0.0 0.00
C -3.1395 -0.2375 -3.7895 0.0 -0.1 0.0 0.00
C -2.6688 0.6572 -2.8324 0.0 0.1 -0.1 0.00
S -3.0490 2.3269 -2.6467 0.0 0.1 0.2 0.01
C -2.1013 2.3683 -1.1626 -0.1 0.0 -0.3 0.07
N -1.5062 1.2443 -0.8745 -0.2 0.2 0.5 -0.03
C -1.8362 0.2476 -1.7958 0.1 -0.1 0.0 0.06
C -1.4708 -1.1001 -1.7220 0.3 0.0 0.1 0.03
C -2.0261 3.6166 -0.3808 -0.1 0.2 0.1 -0.08
C -2.5253 4.8023 -0.9482 0.0 -0.2 -0.1 -0.02
C -2.4559 5.9997 -0.2659 0.0 0.0 0.0 0.04
C -1.8900 6.0085 1.0070 0.0 0.0 0.0 -0.03
C -1.4029 4.8341 1.5618 0.0 -0.1 -0.2 -0.04
C -1.4380 3.5826 0.9094 -0.3 1.0 -0.6 -0.10
H -2.8798 -5.3121 -2.0970 0.0 0.1 0.0 0.00
H -3.7862 -4.0197 -2.9045 0.0 0.0 0.0 0.00
H -3.3954 -3.8754 -1.1842 0.0 -0.1 -0.2 0.00
H -0.8646 -5.1456 -3.6825 0.0 0.1 0.0 0.00
H -0.2592 -3.5369 -4.1280 0.0 0.0 0.0 0.00
H -1.8799 -4.0375 -4.6133 0.0 0.0 0.0 0.00
H -0.5786 -4.9312 -1.2961 0.0 0.0 0.0 0.00
H -1.0471 -3.4757 -0.4052 0.2 -0.3 -0.5 0.00
H 0.2863 -3.4168 -1.5779 0.0 0.0 0.0 0.00
H -3.2040 -2.2753 -4.3826 0.1 0.0 0.0 0.00
H -3.8024 0.0975 -4.5798 0.1 0.0 0.0 0.00
H -0.8684 -1.4156 -0.8806 0.0 0.1 -0.3 -0.02
H -2.9575 4.7919 -1.9448 0.0 0.0 0.0 0.00
H -2.8289 6.9120 -0.7179 0.0 -0.1 0.0 0.00
H -1.8279 6.9406 1.5629 0.0 -0.1 0.0 0.00
H -0.9607 4.9099 2.5485 0.0 0.0 0.0 0.01
C 3.8555 -1.2189 -2.8053 0.0 0.0 0.1 0.00
C 2.6778 -0.2781 -3.0428 0.0 0.0 0.0 0.00
C 3.1629 0.9566 -3.7943 0.0 0.1 0.0 0.00
C 1.5993 -0.9866 -3.8579 -0.1 0.0 0.0 0.00
N 2.1845 0.2170 -1.7399 0.1 0.1 0.1 -0.01
N 1.8396 -0.7348 -0.7467 -0.1 -0.1 -0.1 0.03
H 4.3490 -1.4498 -3.7518 0.0 0.0 0.1 0.00
H 3.5315 -2.1631 -2.3599 0.0 0.0 0.0 0.00
H 4.5859 -0.7455 -2.1390 0.0 -0.1 -0.1 0.00
H 3.5882 0.6727 -4.7598 -0.1 0.0 0.0 0.00
H 3.9275 1.4755 -3.2087 0.0 0.0 -0.1 0.00
H 2.3344 1.6504 -3.9736 0.1 0.0 0.0 0.00
H 2.0180 -1.4010 -4.7807 -0.1 0.0 0.1 0.00
H 0.7927 -0.2944 -4.1200 0.0 -0.1 0.0 0.00
H 1.1584 -1.8056 -3.2896 0.0 -0.1 0.0 0.00
H 1.3535 0.7807 -1.8824 0.0 0.1 0.0 0.00
H 2.6893 -1.1650 -0.4154 0.1 -0.1 0.1 0.00
H 1.2368 -1.4719 -1.1015 -0.1 -0.1 -0.1 0.00
F -1.9542 0.0889 3.2840 -0.1 0.4 -0.1 0.01
C -2.1961 1.4614 2.8137 -1.6 -1.1 0.2 0.02
F -3.4535 1.3691 2.1498 0.5 -0.1 0.4 0.01
H -2.4594 1.9701 3.7495 0.0 0.1 0.1 0.02
C -6.0906 -3.0658 0.7381 0.2 0.0 0.1 0.00
N -4.6484 -2.8554 0.8472 -0.1 0.2 0.0 0.00
C -3.8634 -3.7420 1.4911 0.0 -0.1 0.1 0.00
C -2.5389 -3.5401 1.6521 0.1 0.0 0.2 0.00
C -2.0329 -2.2864 1.1809 -0.1 0.2 0.3 -0.01
N -2.7727 -1.4262 0.5494 -0.2 0.2 0.2 0.00
C -4.0899 -1.6681 0.2812 -0.3 0.0 -0.1 0.01
O -4.8043 -0.9576 -0.4056 0.4 -0.2 0.3 0.00
N -0.6958 -2.0165 1.3268 -0.1 0.2 0.2 -0.03
H -6.3028 -4.1238 0.5934 0.0 0.0 0.0 0.00
H -6.4457 -2.4918 -0.1089 0.0 0.0 -0.1 0.00
H -6.6012 -2.7136 1.6355 0.0 0.0 0.0 0.00
H -4.3562 -4.6290 1.8699 0.0 0.0 0.0 0.00
H -1.9110 -4.2683 2.1462 -0.1 0.0 0.0 0.00
H -0.2363 -2.4911 2.0817 0.1 -0.1 0.1 0.00
H -0.3712 -1.0576 1.2167 -0.4 -0.3 0.0 0.08
```
Forces are in eV/Å.

Computed properties:
gap between HOMO and LUMO (alpha / beta): 5.8 / 7.3 eV
total charge: 0
expectation value of S²: 3.768
2S+1: 4
E: -112445.9405 eV
highest occupied orbital energy (alpha / beta): -0.20731 / -0.26224 Ha



Calculated values (kJ/mol) of energy relative to the best compared isomer or geometry (same formula, charge and spin) for the records, taken in order: 0.0, 90.1.